Arrangement 1

This record from OMol25 describes 2 unconnected molecules or ions with the total composition C2H11N5. The level of theory is wB97M-V/def2-TZVPD.

The geometry in XYZ format:
```
18
Properties=species:S:1:pos:R:3:mulliken_charge:R:1
C 1.757 -1.312 0.140 0.37
C -1.238 0.671 -0.807 -0.81
N 2.268 -0.686 -0.745 0.19
N 0.804 -1.813 0.841 -0.32
N -0.973 1.094 0.562 -0.24
N 3.443 -0.540 -1.335 -0.48
N -2.287 1.277 1.232 -0.29
H -1.712 -0.459 -0.744 0.31
H -2.033 1.243 -1.450 0.34
H -0.388 0.526 -1.352 0.30
H 1.113 -1.893 1.805 0.31
H 0.132 -2.546 0.463 0.34
H -0.571 1.999 0.747 0.30
H 3.310 -0.098 -2.236 0.30
H 4.025 -1.350 -1.367 0.30
H -2.089 1.395 2.167 0.32
H -2.724 2.107 0.821 0.39
H -2.837 0.384 1.255 0.39
```

The calculation puts the HOMO energy at -18.000 eV. The value obtained for the LUMO energy is -0.28770 hartree. Its charge is +2. The frontier orbital gap comes out at 10.17 eV.

Arrangement 2

This record from OMol25 describes 2 unconnected molecules or ions with the total composition C2H11N5. The level of theory is wB97M-V/def2-TZVPD.

The geometry in XYZ format:
```
18
Properties=species:S:1:pos:R:3:mulliken_charge:R:1
C 1.304 -0.594 0.374 0.55
C -1.085 0.795 -0.980 -1.05
N 2.106 0.169 -0.032 0.39
N 0.948 -1.789 0.632 -0.32
N -0.869 0.378 0.426 -0.37
N 2.571 1.314 -0.406 -0.63
N -1.953 -0.541 0.651 -0.28
H -0.385 1.602 -1.318 0.33
H -0.649 0.014 -1.588 0.47
H -2.074 1.077 -1.277 0.40
H 0.099 -2.190 0.316 0.21
H 1.612 -2.296 1.255 0.29
H -0.954 1.265 1.055 0.37
H 3.185 1.251 -1.237 0.30
H 2.681 2.019 0.293 0.26
H -2.875 -0.161 0.892 0.35
H -2.008 -0.987 -0.267 0.43
H -1.653 -1.327 1.212 0.30
```

The calculation puts the HOMO energy at -18.080 eV. The value obtained for the LUMO energy is -0.27343 hartree. Its charge is +2. The frontier orbital gap comes out at 10.64 eV.

Result of the stability comparison: arrangement 1 is the most stable of them.